[1]
90
Properties=species:S:1:pos:R:3 method="wB97M-V/def2-TZVPD" homo_energy_ev=-9.33 fmax_ev_per_a=3.48 charge=+1 molar_mass_g_mol=606.809 e_above_lowest_ev=0.3128
C -1.858 1.276 1.399
C -1.997 0.022 -0.569
C -3.222 1.570 1.355
C -3.324 0.441 -0.760
C -3.963 1.168 0.246
H -3.658 2.134 2.178
H -3.848 0.140 -1.667
H -5.022 1.414 0.153
N -1.278 0.447 0.510
P 0.803 1.937 2.155
P -0.449 -2.349 -1.066
C -1.012 1.881 2.527
H -1.373 2.898 2.757
H -1.173 1.289 3.443
C -1.297 -0.810 -1.605
H -1.916 -1.000 -2.498
C 0.491 -2.972 -2.632
C -1.893 -3.491 -0.669
C 0.991 3.573 1.202
C 1.599 1.871 3.870
C 1.960 -2.515 -2.513
H 2.419 -2.879 -1.580
H 2.526 -2.937 -3.358
H 2.074 -1.426 -2.549
C 0.503 -4.506 -2.678
H 0.920 -4.937 -1.759
H -0.486 -4.937 -2.869
H 1.155 -4.817 -3.511
C -0.107 -2.424 -3.933
H 0.457 -2.868 -4.770
H -1.158 -2.702 -4.070
H -0.013 -1.333 -4.004
C -1.288 -4.714 0.057
H -0.557 -4.409 0.821
H -2.102 -5.250 0.565
H -0.801 -5.409 -0.636
C -2.854 -2.787 0.305
H -2.324 -2.346 1.158
H -3.440 -2.008 -0.195
H -3.554 -3.543 0.689
C -2.668 -3.883 -1.939
H -2.605 -3.143 -2.747
H -2.359 -4.861 -2.327
H -3.734 -3.970 -1.680
C 3.128 1.892 3.694
H 3.597 1.737 4.678
H 3.470 1.084 3.028
H 3.492 2.849 3.299
C 1.209 0.537 4.539
H 0.129 0.448 4.706
H 1.555 -0.328 3.958
H 1.701 0.496 5.523
C 1.132 3.035 4.749
H 1.442 2.824 5.784
H 1.597 3.987 4.465
H 0.040 3.151 4.748
C 0.091 3.523 -0.052
H 0.248 4.447 -0.626
H 0.355 2.676 -0.704
H -0.973 3.457 0.201
C 2.452 3.710 0.731
H 2.752 2.868 0.089
H 2.538 4.632 0.138
H 3.161 3.782 1.565
C 0.596 4.779 2.058
H -0.403 4.680 2.501
H 1.323 4.983 2.851
H 0.578 5.664 1.404
Ca 1.136 -0.402 0.521
C -0.167 -1.958 2.107
O -0.422 -2.509 3.080
N 1.143 0.417 -1.576
C 0.121 0.409 -2.271
C -0.310 1.193 -3.452
C 0.735 1.892 -4.052
C -1.616 1.285 -3.953
C 0.523 2.641 -5.211
H 1.714 1.817 -3.577
C -1.836 2.040 -5.120
H -2.455 0.806 -3.447
C -0.771 2.701 -5.745
H 1.375 3.152 -5.663
H -2.843 2.111 -5.540
H -0.937 3.279 -6.655
C 3.671 -3.045 3.754
C 3.082 -2.222 2.731
N 2.608 -1.577 1.889
H 2.910 -3.327 4.496
H 4.477 -2.491 4.253
H 4.086 -3.955 3.301



[2]
57
Properties=species:S:1:pos:R:3 method="wB97M-V/def2-TZVPD" homo_energy_ev=-1.82 fmax_ev_per_a=1.36 charge=-2 molar_mass_g_mol=809.853 e_above_lowest_ev=0.6692
Sn 0.387 0.724 0.083
Cl 3.869 -0.752 5.993
C 2.587 -0.825 4.827
C 2.896 -0.705 3.486
C 1.898 -0.699 2.517
N 2.161 -0.506 1.185
C 3.350 -0.751 0.646
O 4.353 -1.258 1.161
C 3.427 -0.369 -0.814
C 4.477 -0.868 -1.585
C 4.549 -0.525 -2.919
C 3.577 0.314 -3.443
C 2.582 0.780 -2.599
N 2.515 0.449 -1.324
C 0.541 -0.820 2.929
C 0.260 -0.989 4.284
C 1.274 -0.977 5.226
Cl 0.868 -1.105 6.910
N -0.429 -0.678 1.968
C -1.666 -1.140 2.097
O -2.200 -1.743 3.035
C -2.468 -0.901 0.842
C -3.174 -1.960 0.285
C -3.914 -1.738 -0.861
C -3.946 -0.459 -1.392
C -3.212 0.533 -0.766
N -2.489 0.326 0.325
H 3.923 -0.595 3.180
H 5.203 -1.518 -1.121
H 5.345 -0.901 -3.549
H 3.595 0.608 -4.482
H 1.804 1.440 -2.953
H -0.760 -1.134 4.600
H -3.118 -2.937 0.742
H -4.457 -2.542 -1.338
H -4.500 -0.237 -2.290
H -3.209 1.546 -1.149
Cl -2.951 -1.613 -5.728
C -2.191 -0.525 -4.622
C -2.248 0.837 -4.827
Cl -3.044 1.472 -6.223
C -1.655 1.688 -3.897
Cl -1.754 3.403 -4.140
C -0.995 1.236 -2.753
O -0.503 2.028 -1.877
C -0.904 -0.193 -2.572
O -0.288 -0.692 -1.547
C -1.520 -1.016 -3.504
Cl -1.473 -2.719 -3.218
N -1.287 3.018 1.769
C -0.322 2.578 2.642
N -0.807 1.939 3.751
O 0.855 2.857 2.520
H -2.123 2.458 1.699
H -0.910 3.286 0.868
H -1.675 1.435 3.651
H -0.103 1.435 4.270



[3]
106
Properties=species:S:1:pos:R:3 method="wB97M-V/def2-TZVPD" homo_energy_ev=-9.01 fmax_ev_per_a=3.13 smiles=COC[C@H](C)N.COC[C@H](C)N.COCCNCCOC.CC(C)O.CC(C)O.CC(C)O.CC(C)O molar_mass_g_mol=551.851 e_above_lowest_ev=2.1314
C -3.323 -7.449 0.089
O -3.427 -6.092 -0.323
C -2.511 -5.704 -1.278
C -2.849 -4.225 -1.695
C -4.296 -4.039 -2.254
N -1.828 -3.638 -2.557
H -2.423 -7.453 0.703
H -3.402 -8.166 -0.729
H -4.010 -7.672 0.905
H -1.543 -5.586 -0.792
H -2.280 -6.283 -2.172
H -2.741 -3.665 -0.766
H -4.589 -4.770 -3.007
H -4.357 -3.013 -2.615
H -5.073 -4.159 -1.499
H -2.411 -2.964 -3.033
H -1.474 -4.303 -3.230
C 1.710 -2.187 4.562
O 0.904 -3.155 3.815
C 0.425 -4.258 4.527
C -0.706 -4.963 3.819
C -2.074 -4.180 3.981
N -0.876 -6.256 4.418
H 1.329 -1.826 5.517
H 1.916 -1.394 3.843
H 2.656 -2.697 4.744
H 1.225 -4.958 4.767
H 0.131 -3.871 5.503
H -0.490 -5.100 2.759
H -1.991 -3.262 3.400
H -2.381 -4.023 5.015
H -2.783 -4.798 3.430
H -1.492 -6.783 3.816
H -0.065 -6.849 4.323
C -2.583 0.385 -4.521
O -1.396 -0.339 -4.635
C -0.377 0.419 -5.207
C 0.662 -0.554 -5.565
N 1.323 -1.154 -4.449
C 2.460 -1.932 -4.968
C 2.018 -3.249 -5.500
O 1.180 -3.977 -4.629
C 1.783 -4.554 -3.458
H -3.206 -0.232 -3.873
H -2.936 0.405 -5.552
H -2.549 1.392 -4.105
H 0.050 1.111 -4.482
H -0.775 0.904 -6.098
H 1.303 -0.094 -6.317
H 0.215 -1.351 -6.158
H 0.636 -1.810 -4.107
H 3.295 -2.082 -4.284
H 2.993 -1.366 -5.732
H 2.958 -3.739 -5.758
H 1.472 -3.219 -6.443
H 1.024 -5.163 -2.966
H 2.095 -3.755 -2.786
H 2.662 -5.158 -3.685
C 4.575 6.707 -2.674
C 4.049 5.480 -1.928
C 4.827 5.125 -0.615
O 2.674 5.394 -1.657
H 4.528 7.599 -2.049
H 3.964 6.941 -3.546
H 5.578 6.580 -3.081
H 4.221 4.629 -2.587
H 4.790 5.886 0.165
H 5.895 5.100 -0.831
H 4.728 4.161 -0.117
H 2.451 4.461 -1.619
C -1.463 2.178 5.808
C -2.584 1.282 5.232
C -3.021 0.280 6.227
O -3.635 2.010 4.641
H -1.696 2.682 6.746
H -1.211 2.997 5.134
H -0.547 1.622 6.010
H -2.211 0.636 4.437
H -2.138 -0.142 6.707
H -3.635 -0.528 5.830
H -3.546 0.825 7.012
H -4.203 1.385 4.185
C 0.615 -0.250 0.242
C 0.131 1.153 -0.358
C -0.036 2.207 0.686
O 1.170 1.563 -1.188
H 1.526 0.010 0.782
H 0.743 -0.946 -0.586
H -0.043 -0.789 0.923
H -0.843 1.042 -0.834
H 0.892 2.539 1.152
H -0.765 1.835 1.406
H -0.293 3.175 0.257
H 1.433 0.811 -1.724
C 1.017 9.911 1.918
C 1.527 8.663 1.163
C 1.100 7.525 2.081
O 0.889 8.541 -0.073
H -0.045 9.855 2.158
H 1.256 10.763 1.282
H 1.603 9.914 2.837
H 2.614 8.718 1.105
H 0.016 7.409 2.058
H 1.496 7.785 3.063
H 1.403 6.505 1.847
H 0.994 7.624 -0.337



[4]
80
Properties=species:S:1:pos:R:3 method="wB97M-V/def2-TZVPD" homo_energy_ev="-8.55 / -8.57" s_squared=3.753 fmax_ev_per_a=2.61 molar_mass_g_mol=724.333 e_above_lowest_ev=0.0000 spin_multiplicity=4
C 3.257 -4.115 -1.449
C 2.762 -2.799 -1.935
H 3.870 -4.579 -2.231
H 2.393 -4.771 -1.273
H 3.869 -4.018 -0.541
C 2.572 -2.550 -3.242
C 2.632 -3.565 -4.325
H 2.420 -1.522 -3.570
H 1.887 -4.359 -4.185
H 3.612 -4.043 -4.484
H 2.373 -3.033 -5.245
Nd -2.394 0.342 0.956
Cl 0.024 0.417 2.165
Cl -4.645 0.054 2.188
H -4.170 3.891 5.929
H -2.101 3.748 6.819
C -4.082 3.094 5.179
C -1.861 2.850 6.239
N -2.660 2.817 5.015
H -4.496 3.408 4.219
C -2.125 2.328 3.885
O -2.685 2.212 2.772
H -0.801 2.864 5.969
H -1.076 2.018 4.018
H -4.627 2.210 5.543
H -2.042 1.969 6.875
H -1.977 -2.952 -2.341
H -0.909 -1.510 -4.446
C -2.947 -2.543 -2.664
C -1.998 -1.445 -4.621
N -2.730 -1.271 -3.362
H -3.573 -2.397 -1.784
C -2.647 -0.074 -2.726
O -3.013 0.168 -1.543
H -2.183 -0.597 -5.295
H -2.200 0.706 -3.386
H -3.391 -3.265 -3.365
H -2.315 -2.388 -5.089
O 1.828 -2.273 0.245
C 2.579 -1.736 -0.844
C 0.916 -0.319 -2.160
C 1.966 -0.413 -1.246
H 0.318 -1.211 -2.376
C 0.759 0.866 -2.882
H 3.600 -1.458 -0.509
C 2.604 0.731 -0.758
H 0.074 0.913 -3.734
C 1.504 1.988 -2.506
C 2.362 1.943 -1.403
H 3.316 0.625 0.075
H 1.326 2.936 -3.013
H 2.861 2.841 -1.020
Si 2.047 -3.064 1.627
Cl -2.735 -2.057 0.500
C 0.251 -3.093 2.243
C 3.153 -1.993 2.666
C 2.431 -4.904 1.478
H -0.029 -2.054 2.476
H 0.076 -3.716 3.130
H -0.410 -3.429 1.428
H 1.887 -5.364 0.635
H 2.110 -5.416 2.397
H 3.507 -5.085 1.329
H 4.033 -1.693 2.074
H 3.500 -2.585 3.523
H 2.632 -1.073 3.010
N -0.944 2.200 -0.481
C -0.878 3.592 -0.203
C -1.526 4.506 -1.043
C -1.407 5.871 -0.773
C -0.669 6.322 0.327
C -0.027 5.396 1.159
C -0.133 4.028 0.901
H -0.064 1.729 -0.242
H -1.158 1.995 -1.458
H -2.092 4.147 -1.908
H -1.901 6.590 -1.427
H -0.605 7.391 0.543
H 0.555 5.734 2.014
H 0.362 3.294 1.539



[5]
56
Properties=species:S:1:pos:R:3 method="wB97M-V/def2-TZVPD" homo_energy_ev=-7.79 fmax_ev_per_a=1.09 smiles="CCOc1ccc(NC(=O)Cc2ccc(S(=O)(=O)N3CCOCC3)s2)cc1OCC" molar_mass_g_mol=454.570 e_above_lowest_ev=1.7755
C 6.773 -0.717 -0.863
C 6.238 -0.440 0.540
O 4.967 0.175 0.528
C 3.861 -0.566 0.247
C 3.819 -1.938 0.076
C 2.627 -2.598 -0.187
C 1.453 -1.876 -0.284
N 0.210 -2.466 -0.561
C -0.130 -3.775 -0.529
O 0.614 -4.698 -0.302
C -1.626 -4.005 -0.844
C -2.507 -3.056 -0.117
C -2.921 -3.120 1.181
C -3.663 -1.990 1.584
C -3.803 -1.075 0.588
S -4.590 0.509 0.600
O -4.658 0.950 1.964
O -5.795 0.457 -0.168
N -3.449 1.345 -0.303
C -2.256 1.700 0.442
C -2.446 3.016 1.201
O -2.863 4.043 0.328
C -4.088 3.714 -0.292
C -3.951 2.434 -1.120
S -3.050 -1.577 -0.872
C 1.474 -0.489 -0.113
C 2.657 0.174 0.156
O 2.791 1.509 0.370
C 1.660 2.352 0.343
C 1.228 2.727 -1.073
H 7.774 -1.134 -0.798
H 6.811 0.209 -1.430
H 6.131 -1.417 -1.393
H 6.221 -1.358 1.140
H 6.882 0.287 1.043
H 4.718 -2.528 0.149
H 2.616 -3.667 -0.309
H -0.537 -1.808 -0.742
H -1.756 -3.899 -1.922
H -1.852 -5.034 -0.563
H -2.697 -3.947 1.830
H -4.073 -1.840 2.566
H -2.043 0.888 1.140
H -1.438 1.798 -0.279
H -1.504 3.351 1.639
H -3.193 2.863 1.993
H -4.347 4.563 -0.926
H -4.868 3.567 0.469
H -4.916 2.120 -1.514
H -3.244 2.588 -1.942
H 0.542 0.051 -0.186
H 0.829 1.904 0.904
H 1.983 3.253 0.873
H 0.928 1.848 -1.639
H 2.058 3.198 -1.593
H 0.398 3.427 -1.029



[6]
31
Properties=species:S:1:pos:R:3 method="wB97M-V/def2-TZVPD" homo_energy_ev=-8.85 fmax_ev_per_a=1.63 smiles=NCCNCCO.O.O.O.O molar_mass_g_mol=176.213 e_above_lowest_ev=0.7113
N 0.561 0.737 -1.971
C 0.565 -0.612 -1.436
C 1.902 -1.088 -0.911
N 2.476 -0.397 0.244
C 1.682 -0.556 1.512
C 0.629 0.528 1.816
O -0.717 0.244 1.474
H 0.652 1.471 -1.274
H 1.111 1.002 -2.760
H 0.117 -1.310 -2.142
H -0.066 -0.578 -0.544
H 1.783 -2.165 -0.701
H 2.710 -1.166 -1.651
H 2.442 0.612 0.084
H 1.108 -1.486 1.498
H 2.480 -0.632 2.250
H 0.695 0.757 2.887
H 0.855 1.428 1.239
H -1.000 -0.639 1.768
O -0.335 3.508 -0.179
H -0.670 3.485 0.722
H -1.086 3.394 -0.764
O -2.889 -1.338 -0.619
H -2.267 -0.590 -0.653
H -3.558 -0.970 -0.009
O -2.053 1.592 -1.540
H -2.626 1.543 -2.328
H -1.101 1.429 -1.724
O -1.307 -2.424 1.980
H -1.619 -3.112 1.371
H -0.474 -2.667 2.364



What did the second record say?
57
Properties=species:S:1:pos:R:3 method="wB97M-V/def2-TZVPD" homo_energy_ev=-1.82 fmax_ev_per_a=1.36 charge=-2 molar_mass_g_mol=809.853 e_above_lowest_ev=0.6692
Sn 0.387 0.724 0.083
Cl 3.869 -0.752 5.993
C 2.587 -0.825 4.827
C 2.896 -0.705 3.486
C 1.898 -0.699 2.517
N 2.161 -0.506 1.185
C 3.350 -0.751 0.646
O 4.353 -1.258 1.161
C 3.427 -0.369 -0.814
C 4.477 -0.868 -1.585
C 4.549 -0.525 -2.919
C 3.577 0.314 -3.443
C 2.582 0.780 -2.599
N 2.515 0.449 -1.324
C 0.541 -0.820 2.929
C 0.260 -0.989 4.284
C 1.274 -0.977 5.226
Cl 0.868 -1.105 6.910
N -0.429 -0.678 1.968
C -1.666 -1.140 2.097
O -2.200 -1.743 3.035
C -2.468 -0.901 0.842
C -3.174 -1.960 0.285
C -3.914 -1.738 -0.861
C -3.946 -0.459 -1.392
C -3.212 0.533 -0.766
N -2.489 0.326 0.325
H 3.923 -0.595 3.180
H 5.203 -1.518 -1.121
H 5.345 -0.901 -3.549
H 3.595 0.608 -4.482
H 1.804 1.440 -2.953
H -0.760 -1.134 4.600
H -3.118 -2.937 0.742
H -4.457 -2.542 -1.338
H -4.500 -0.237 -2.290
H -3.209 1.546 -1.149
Cl -2.951 -1.613 -5.728
C -2.191 -0.525 -4.622
C -2.248 0.837 -4.827
Cl -3.044 1.472 -6.223
C -1.655 1.688 -3.897
Cl -1.754 3.403 -4.140
C -0.995 1.236 -2.753
O -0.503 2.028 -1.877
C -0.904 -0.193 -2.572
O -0.288 -0.692 -1.547
C -1.520 -1.016 -3.504
Cl -1.473 -2.719 -3.218
N -1.287 3.018 1.769
C -0.322 2.578 2.642
N -0.807 1.939 3.751
O 0.855 2.857 2.520
H -2.123 2.458 1.699
H -0.910 3.286 0.868
H -1.675 1.435 3.651
H -0.103 1.435 4.270